2 unconnected molecules or ions with the total composition C11H14N2, computed with ωB97M-V/def2-TZVPD.

ΔE to the lowest compared entry with this formula, charge and spin (kcal/mol): 7.7
Kohn-Sham gap (alpha / beta) (eV): 2.019 / 6.732
E_tot (Eh): -537.00617
2S+1: 2
<S²>: 0.758
E_LUMO (alpha / beta) (eV): 3.21 / 3.12
Charge: -1

```
27
Properties=species:S:1:pos:R:3:nbo_charge:R:1
C -0.345 -0.644 0.916 -0.610
C -1.926 2.209 2.852 -0.245
C -0.831 2.789 3.482 -0.310
C -1.744 1.167 1.953 -0.433
C -0.495 0.594 1.744 -0.092
C 0.438 2.275 3.190 -0.424
C 0.599 1.141 2.411 -0.244
H -2.915 2.555 3.145 0.172
H -0.907 3.445 4.343 0.170
H -2.612 0.787 1.420 0.168
H 1.276 2.786 3.656 0.163
H 0.680 -0.957 0.746 0.178
H -0.780 -0.471 -0.074 0.185
H 1.604 0.742 2.311 0.168
H -0.803 -1.542 1.348 0.178
C -0.230 -2.868 -3.577 -0.634
C 1.201 0.319 -2.915 0.158
C 0.535 -1.706 -3.024 0.088
C 1.287 -1.611 -1.889 -0.122
N 0.459 -0.487 -3.644 -0.480
N 1.679 -0.304 -1.830 -0.508
H 1.168 1.384 -3.068 0.197
H 2.341 0.089 -1.155 0.419
H 1.778 -2.351 -1.285 0.210
H -0.183 -2.886 -4.659 0.219
H -1.281 -2.662 -3.346 0.220
H 0.010 -3.792 -3.049 0.209
```

A gas-phase ion, C22H27N2O (charge +1), computed with ωB97M-V/def2-TZVPD.

ΔE to the lowest compared entry with this formula, charge and spin (kcal/mol): 3.6
Kohn-Sham gap (eV): 8.695
E_tot (Eh): -1039.01014
E_LUMO (eV): -2.28
Charge: +1

```
52
Properties=species:S:1:pos:R:3:nbo_charge:R:1
C -1.560 -3.457 5.507 -0.260
O -2.099 -2.230 4.965 -0.491
C -1.818 -1.895 3.657 0.330
C -2.465 -0.759 3.137 -0.261
C -2.016 -0.150 1.967 -0.198
C -0.742 -0.465 1.474 -0.013
C -0.075 0.553 0.468 -0.056
C 1.420 0.096 0.262 -0.093
C 1.963 0.277 -1.022 -0.221
C 3.343 0.255 -1.217 -0.214
C 4.204 -0.003 -0.131 0.010
C 5.706 0.061 -0.318 -0.635
C 3.654 -0.293 1.124 -0.223
C 2.267 -0.400 1.276 -0.139
N -0.728 0.413 -0.937 -0.380
C -1.323 -0.826 -1.433 -0.224
C -1.469 -0.882 -2.930 -0.432
C -2.268 0.292 -3.449 -0.212
N -1.792 1.510 -2.777 -0.362
C -0.997 1.521 -1.696 0.582
C -0.500 2.948 -1.462 -0.460
C -1.203 3.781 -2.541 -0.423
C -1.975 2.815 -3.449 -0.200
C -0.247 -1.754 1.809 -0.228
C -0.772 -2.465 2.905 -0.295
H -2.235 -3.717 6.334 0.214
H -1.533 -4.260 4.743 0.182
H -0.535 -3.316 5.899 0.188
H -3.296 -0.350 3.718 0.240
H -2.679 0.505 1.421 0.212
H -0.194 1.667 0.864 0.248
H 1.345 0.463 -1.915 0.202
H 3.800 0.473 -2.179 0.219
H 6.223 -0.723 0.236 0.228
H 5.981 -0.008 -1.367 0.221
H 6.073 1.016 0.060 0.229
H 4.340 -0.444 1.988 0.227
H 1.937 -0.854 2.223 0.227
H -2.316 -0.949 -0.965 0.213
H -0.676 -1.604 -1.082 0.241
H -0.479 -0.922 -3.375 0.223
H -1.996 -1.787 -3.244 0.253
H -2.127 0.462 -4.536 0.227
H -3.356 0.171 -3.269 0.220
H -0.737 3.263 -0.459 0.247
H 0.601 2.985 -1.563 0.262
H -1.861 4.522 -2.086 0.236
H -0.481 4.294 -3.162 0.237
H -3.049 3.067 -3.555 0.225
H -1.529 2.760 -4.467 0.211
H 0.543 -2.282 1.267 0.235
H -0.274 -3.376 3.281 0.232
```

2 unconnected molecules or ions with the total composition CH2Cl4P2, computed with ωB97M-V/def2-TZVPD.

ΔE to the lowest compared entry with this formula, charge and spin (kcal/mol): 10.3
Kohn-Sham gap (eV): 9.069
E_tot (Eh): -2562.81689
E_LUMO (eV): -0.28
Charge: 0

```
9
Properties=species:S:1:pos:R:3:nbo_charge:R:1
Cl 3.106 -0.457 1.356 -0.279
P 1.088 -0.618 1.316 0.774
Cl 0.886 -2.496 0.814 -0.246
Cl 0.668 -0.583 3.243 -0.261
C -1.825 0.747 -1.219 -0.917
P -0.737 0.870 -2.481 0.752
Cl 1.059 0.671 -1.452 -0.328
H -2.941 1.028 -1.376 0.256
H -1.306 0.837 -0.201 0.248
```

2 unconnected molecules or ions with the total composition C5H11NO, computed with ωB97M-V/def2-TZVPD.

ΔE to the lowest compared entry with this formula, charge and spin (kcal/mol): 122.4
Kohn-Sham gap (eV): 7.960
E_tot (Eh): -326.93632
E_LUMO (eV): 0.02
Charge: 0

```
18
Properties=species:S:1:pos:R:3:nbo_charge:R:1
C 2.626 -0.434 -0.948 -0.550
C 2.075 -0.664 0.301 -0.175
C 1.372 0.309 1.141 -0.270
C 0.123 -0.182 0.894 0.113
N -0.933 0.549 0.213 -0.699
C -0.600 0.997 -1.148 -0.412
H 2.752 -1.176 -1.712 0.209
H 3.186 0.500 -1.030 0.196
H 2.125 -1.641 0.793 0.219
H 1.705 1.338 1.007 0.198
H -0.230 -1.103 1.371 0.204
H -1.242 1.302 0.821 0.387
H -0.046 0.197 -1.658 0.220
H 0.100 1.834 -1.078 0.181
H -1.530 1.263 -1.635 0.218
O -3.457 -0.599 -0.040 -0.995
H -2.529 -0.312 0.093 0.490
H -3.595 -1.534 0.116 0.467
```

A single C2H2ClF molecule, computed with ωB97M-V/def2-TZVPD.

ΔE to the lowest compared entry with this formula, charge and spin (kcal/mol): 14.3
Kohn-Sham gap (eV): 10.934
E_tot (Eh): -637.41296
E_LUMO (eV): 0.64
Charge: 0

```
6
Properties=species:S:1:pos:R:3:nbo_charge:R:1
C 0.608 -0.406 0.181 -0.522
C -0.489 0.316 -0.006 0.423
F -0.768 1.358 0.798 -0.317
Cl -1.644 0.376 -1.500 -0.060
H 0.964 -1.276 -0.449 0.236
H 1.329 -0.368 0.977 0.239
```

2 unconnected molecules or ions with the total composition C6H11FN2O3, computed with ωB97M-V/def2-TZVPD.

ΔE to the lowest compared entry with this formula, charge and spin (kcal/mol): 46.1
Kohn-Sham gap (eV): 8.420
E_tot (Eh): -670.15477
E_LUMO (eV): 0.75
Charge: 0

```
23
Properties=species:S:1:pos:R:3:nbo_charge:R:1
C 1.303 0.406 0.061 0.297
C -1.230 -0.068 -0.713 0.565
C 2.002 1.156 2.193 -0.307
C -1.091 2.140 -1.387 -0.281
C -1.295 -2.399 0.038 0.142
C -1.691 -1.096 0.288 0.177
N 1.575 -0.902 0.281 -0.831
N -0.570 -0.530 -1.689 -0.803
O -0.998 -2.902 -1.155 -0.677
O 1.574 1.408 0.846 -0.489
O -1.435 1.201 -0.419 -0.475
F -2.327 -0.817 1.435 -0.313
H 2.923 1.512 2.527 0.196
H 2.045 0.045 2.539 0.161
H 1.220 1.565 2.856 0.199
H 0.000 2.087 -1.634 0.208
H -1.255 3.137 -1.001 0.208
H -1.673 1.994 -2.415 0.174
H 1.310 -1.452 -0.456 0.413
H -1.492 -3.242 0.750 0.189
H 2.105 -1.223 1.115 0.367
H -0.323 0.100 -2.413 0.379
H -0.675 -2.121 -1.647 0.500
```

3 unconnected molecules or ions with the total composition C13H27ClO11P2S2, computed with ωB97M-V/def2-TZVPD.

Kohn-Sham gap (eV): 10.374
E_tot (Eh): -3278.65469
E_LUMO (eV): 0.34
Charge: 0

```
56
Properties=species:S:1:pos:R:3:nbo_charge:R:1
C -4.309 -0.805 -0.768 -0.600
C -5.046 -2.056 -1.247 -0.516
C -4.301 -3.352 -1.037 0.812
O -4.821 -4.423 -0.876 -0.567
O -2.944 -3.202 -1.076 -0.540
C -2.209 -3.920 -0.084 -0.101
C -0.974 -3.085 0.200 -0.089
O 0.118 -3.883 0.674 -0.805
P 0.218 -4.451 2.140 2.570
O 1.433 -5.220 2.337 -1.069
O -1.144 -5.216 2.461 -0.992
O 0.091 -3.154 3.075 -1.110
P -1.069 -2.488 4.027 1.371
O -2.424 -2.769 3.165 -0.992
Cl -1.285 -3.909 5.484 -0.315
H -3.743 -1.017 0.140 0.205
H -5.006 0.004 -0.568 0.215
H -3.576 -0.477 -1.501 0.217
H -5.250 -1.991 -2.319 0.237
H -6.006 -2.167 -0.746 0.235
H -2.821 -4.039 0.810 0.204
H -1.932 -4.922 -0.416 0.187
H -0.632 -2.630 -0.727 0.207
H -1.169 -2.271 0.895 0.210
H -1.139 -6.071 2.013 0.517
H -2.904 -1.936 3.100 0.510
O 0.351 2.093 2.262 -0.945
S 0.812 0.809 1.795 2.166
O -0.138 -0.145 1.261 -0.976
C 2.162 1.050 0.651 -0.677
C 3.403 1.056 1.534 -0.404
C 3.211 -0.084 2.544 -0.404
C 1.787 0.032 3.097 -0.674
H 2.007 1.976 0.106 0.285
H 2.161 0.203 -0.035 0.236
H 4.306 0.928 0.939 0.232
H 3.479 2.012 2.057 0.216
H 3.333 -1.045 2.040 0.214
H 3.944 -0.042 3.348 0.226
H 1.344 -0.933 3.327 0.254
H 1.732 0.684 3.966 0.247
O 2.914 3.363 -1.412 -0.967
S 3.147 4.146 -2.603 2.174
O 4.483 4.308 -3.109 -0.934
C 2.058 3.554 -3.895 -0.671
C 0.784 4.373 -3.716 -0.408
C 1.244 5.814 -3.450 -0.403
C 2.357 5.751 -2.398 -0.675
H 1.922 2.482 -3.772 0.256
H 2.544 3.764 -4.847 0.242
H 0.144 4.306 -4.594 0.228
H 0.220 3.998 -2.859 0.218
H 1.631 6.250 -4.372 0.211
H 0.422 6.442 -3.109 0.228
H 3.116 6.518 -2.528 0.254
H 1.965 5.787 -1.383 0.250
```

A molecular structure, C4H6O2, computed with ωB97M-V/def2-TZVPD.

ΔE to the lowest compared entry with this formula, charge and spin (kcal/mol): 73.4
Kohn-Sham gap (eV): 9.808
E_tot (Eh): -306.38937
E_LUMO (eV): 0.73
Charge: 0

```
12
Properties=species:S:1:pos:R:3:nbo_charge:R:1
O -0.142 1.557 -1.293 -0.714
C 0.317 0.272 -0.895 0.076
C 1.043 0.138 0.566 -0.517
C -0.075 -0.527 1.387 0.591
O -0.298 -0.814 2.548 -0.507
C -0.785 -0.624 0.059 -0.540
H -1.007 1.425 -1.722 0.471
H 0.320 -0.369 -1.791 0.181
H 1.176 1.149 0.913 0.254
H 1.913 -0.500 0.525 0.245
H -0.776 -1.658 -0.293 0.236
H -1.686 -0.048 -0.004 0.225
```

5 unconnected molecules or ions with the total composition C44H77BFN2O14, computed with ωB97M-V/def2-TZVPD.

ΔE to the lowest compared entry with this formula, charge and spin (kcal/mol): 0.0
Kohn-Sham gap (eV): 6.150
E_tot (Eh): -3010.54849
E_LUMO (eV): 1.60
Charge: -1

```
139
Properties=species:S:1:pos:R:3:mulliken_charge:R:1
C 0.533 4.150 -0.990 -1.103
C -0.547 3.821 -1.986 0.520
O -0.866 4.602 -2.852 -0.625
N -1.158 2.533 -1.844 0.004
C -1.139 1.716 -3.081 -1.345
C -0.612 0.311 -2.796 -0.573
C 0.764 0.336 -2.139 0.335
C 1.448 -1.038 -2.194 -1.277
C 2.632 -1.208 -1.246 1.553
C 3.756 -0.171 -1.478 -1.581
C 4.711 -0.499 -2.633 0.126
C 4.134 -0.500 -4.026 0.091
N 3.568 0.704 -4.462 -0.505
O 4.219 -1.440 -4.786 -0.625
O 3.165 -2.485 -1.443 -0.550
B 3.785 -3.013 -0.211 0.172
C 3.451 -4.602 -0.030 -1.409
C 1.976 -4.904 0.283 -0.809
C 0.991 -4.982 -0.862 0.954
C -0.344 -5.263 -0.562 -0.634
C -1.321 -5.312 -1.543 -0.542
C -0.977 -5.074 -2.868 -0.581
C 0.346 -4.811 -3.184 -0.643
C 1.322 -4.764 -2.196 0.036
C 5.447 -2.816 -0.069 -1.138
C 6.317 -3.495 -1.121 0.968
C 7.422 -2.625 -1.732 -1.388
F 6.961 -4.623 -0.548 -0.488
O 3.172 -2.135 0.856 -0.447
C 2.264 -1.215 0.291 0.791
C 0.840 -1.686 0.637 -1.082
C -0.215 -0.614 0.953 -0.689
C -1.636 -1.100 0.644 -0.173
C -2.607 0.037 0.417 -0.052
O -3.722 -0.481 -0.361 -0.292
C -4.624 0.434 -0.759 0.729
C -5.197 0.137 -2.121 -1.098
O -4.952 1.380 -0.091 -0.586
H 1.500 4.147 -1.497 0.239
H 0.377 5.150 -0.581 0.443
H 0.571 3.432 -0.175 0.276
H -2.107 2.674 -1.517 0.282
H -2.119 1.695 -3.560 0.446
H -0.434 2.183 -3.774 0.423
H -1.334 -0.256 -2.203 0.183
H -0.488 -0.182 -3.766 0.475
H 0.742 0.737 -1.131 -0.195
H 1.372 1.048 -2.712 -0.162
H 1.786 -1.179 -3.226 0.909
H 0.716 -1.828 -2.018 0.030
H 3.391 0.856 -1.600 0.644
H 4.354 -0.165 -0.564 0.612
H 5.205 -1.453 -2.496 -0.597
H 5.485 0.278 -2.633 0.579
H 2.961 0.507 -5.250 0.312
H 3.035 1.180 -3.747 0.325
H 3.741 -5.115 -0.956 0.244
H 4.053 -5.057 0.761 0.398
H 1.612 -4.120 0.950 -0.039
H 1.892 -5.839 0.850 0.729
H -0.634 -5.452 0.467 0.507
H -2.351 -5.519 -1.275 0.448
H -1.732 -5.093 -3.645 0.397
H 0.624 -4.616 -4.213 0.417
H 2.344 -4.535 -2.460 0.100
H 5.692 -3.299 0.884 0.496
H 5.725 -1.764 0.059 0.245
H 5.683 -3.861 -1.935 -0.012
H 7.224 -2.383 -2.778 0.300
H 7.542 -1.682 -1.195 0.267
H 8.373 -3.157 -1.698 0.455
H 2.472 -0.242 0.763 0.437
H 0.966 -2.278 1.544 1.180
H 0.485 -2.387 -0.122 -0.782
H -0.055 0.320 0.421 -0.052
H -0.151 -0.426 2.029 0.542
H -1.604 -1.687 -0.280 0.257
H -2.011 -1.771 1.420 0.108
H -2.143 0.850 -0.142 -0.359
H -3.018 0.420 1.351 0.536
H -4.616 -0.626 -2.633 0.287
H -6.216 -0.238 -2.013 0.333
H -5.217 1.052 -2.709 0.327
O 0.559 8.179 -0.346 -0.543
C -0.132 8.598 -1.235 0.817
O -0.211 9.938 -1.393 -0.358
C -0.811 10.543 -2.545 -0.399
C -2.304 10.725 -2.378 -1.036
C -0.948 7.688 -2.115 -0.737
H -0.563 9.981 -3.445 0.379
H -0.319 11.510 -2.632 0.376
H -2.816 9.767 -2.282 0.264
H -2.718 11.250 -3.240 0.370
H -2.514 11.306 -1.481 0.292
H -1.927 7.543 -1.658 0.292
H -0.449 6.728 -2.176 -0.035
H -1.081 8.050 -3.132 0.301
O -4.541 -6.152 0.753 -0.596
C -4.389 -5.424 1.696 0.905
O -3.202 -5.438 2.335 -0.386
C -2.870 -4.500 3.364 -0.103
C -3.321 -4.984 4.726 -1.021
C -5.506 -4.560 2.233 -0.886
H -3.262 -3.511 3.128 0.135
H -1.784 -4.421 3.333 0.402
H -4.403 -5.084 4.786 0.180
H -2.994 -4.289 5.501 0.391
H -2.887 -5.964 4.930 0.313
H -6.051 -5.126 2.988 0.149
H -6.174 -4.330 1.406 0.326
H -5.173 -3.623 2.671 0.305
O -6.253 -6.004 5.331 -0.556
C -6.532 -6.753 6.226 0.722
O -6.789 -6.230 7.441 -0.363
C -7.315 -7.005 8.522 -0.423
C -6.222 -7.682 9.324 -0.961
C -6.512 -8.252 6.046 -1.071
H -8.058 -7.717 8.160 0.365
H -7.844 -6.284 9.143 0.311
H -5.672 -8.405 8.722 0.273
H -6.651 -8.204 10.180 0.352
H -5.511 -6.941 9.686 0.294
H -5.510 -8.614 6.276 0.265
H -6.727 -8.467 5.003 0.354
H -7.233 -8.784 6.661 0.340
O 3.791 10.758 -3.130 -0.575
C 4.113 10.504 -2.002 0.677
O 5.289 11.000 -1.550 -0.379
C 5.674 10.930 -0.175 -0.372
C 6.378 9.631 0.156 -0.926
C 3.295 9.602 -1.111 -0.184
H 4.816 11.105 0.475 0.368
H 6.352 11.771 -0.037 0.308
H 5.721 8.773 0.021 0.273
H 6.720 9.640 1.192 0.342
H 7.241 9.496 -0.495 0.289
H 3.629 8.574 -1.242 0.290
H 2.261 9.677 -1.420 -0.404
H 3.341 9.857 -0.056 0.258
```

A molecular structure, CH2NaO2Tl, computed with ωB97M-V/def2-TZVPD.

ΔE to the lowest compared entry with this formula, charge and spin (kcal/mol): 27.2
Kohn-Sham gap (eV): 5.766
E_tot (Eh): -524.48358
E_LUMO (eV): -0.79
Charge: 0

```
7
Properties=species:S:1:pos:R:3:mulliken_charge:R:1
O -1.391 -0.430 0.699 -0.490
C -1.250 0.391 -0.222 0.068
O 1.429 -0.472 -0.370 -1.223
Na 3.148 0.650 0.087 0.861
Tl 0.601 -1.644 1.141 0.351
H -1.480 1.468 -0.079 0.241
H -1.056 0.038 -1.257 0.193
```

2 unconnected molecules or ions with the total composition C2H8NOS2, computed with ωB97M-V/def2-TZVPD.

ΔE to the lowest compared entry with this formula, charge and spin (kcal/mol): 20.4
Kohn-Sham gap (eV): 8.865
E_tot (Eh): -1007.09233
E_LUMO (eV): -3.79
Charge: +1

```
14
Properties=species:S:1:pos:R:3:nbo_charge:R:1
S 1.207 -2.475 0.486 -0.165
S -0.650 -3.388 0.380 -0.113
H 1.426 -2.557 -0.833 0.154
H -0.987 -3.127 1.655 0.149
O -1.245 2.560 -0.746 -0.483
C -0.062 2.395 -0.752 0.426
C 0.527 1.198 -0.013 -0.340
N -0.566 0.194 0.121 -0.682
H 0.649 3.060 -1.259 0.170
H 1.377 0.757 -0.524 0.253
H 0.799 1.567 0.977 0.261
H -0.521 -0.263 1.032 0.450
H -1.476 0.663 0.013 0.463
H -0.478 -0.583 -0.538 0.457
```

A molecular structure, C15H11N2O2SSe4W, computed with ωB97M-V/def2-TZVPD.

ΔE to the lowest compared entry with this formula, charge and spin (kcal/mol): 25.7
Kohn-Sham gap (alpha / beta) (eV): 6.173 / 5.780
E_tot (Eh): -10909.03022
E_LUMO (alpha / beta) (eV): -5.26 / -5.47
Charge: +1

```
36
Properties=species:S:1:pos:R:3:nbo_charge:R:1
W 1.012 1.196 -1.871 0.546
Se -0.991 2.170 -2.295 0.048
Se 2.074 3.282 -3.023 0.157
Se 1.577 1.630 -4.402 0.266
Se 3.095 0.034 -2.588 -0.071
O 2.517 0.535 1.589 -0.852
S 1.426 1.149 0.923 2.313
O 1.747 2.193 -0.137 -0.888
N 0.621 0.232 -0.114 -0.914
C 0.269 -1.117 -0.055 0.120
C 0.187 -1.919 1.048 -0.203
C -0.238 -3.257 0.896 -0.171
C -0.588 -3.760 -0.323 -0.172
C -0.514 -2.945 -1.478 -0.092
C -0.869 -3.373 -2.774 -0.078
C -0.778 -2.496 -3.820 -0.252
C -0.307 -1.199 -3.596 0.111
N 0.062 -0.762 -2.406 -0.474
C -0.064 -1.621 -1.338 0.218
C 0.343 1.878 2.081 -0.312
C 0.668 1.796 3.427 -0.181
C -0.189 2.376 4.348 -0.202
C -1.342 3.016 3.917 -0.149
C -1.654 3.087 2.562 -0.189
C -0.809 2.515 1.630 -0.194
H 0.446 -1.541 2.029 0.238
H -0.292 -3.887 1.774 0.239
H -0.923 -4.784 -0.424 0.234
H -1.218 -4.386 -2.926 0.240
H -1.056 -2.782 -4.823 0.248
H -0.238 -0.502 -4.419 0.215
H 1.576 1.297 3.737 0.254
H 0.046 2.330 5.402 0.238
H -2.007 3.467 4.641 0.235
H -2.554 3.589 2.237 0.235
H -1.034 2.561 0.572 0.239
```